No. 1
This record from OMol25 describes 6 unconnected molecules or ions with the total composition C33H27N2O23. The level of theory is ωB97M-V/def2-TZVPD.

Properties
HOMO   -0.3987 hartree
Net charge   +1
Spin multiplicity   1
Orbital gap   6.3 eV
Electronic energy   -3113.34973 hartree

Geometry as XYZ:
```
85
Properties=species:S:1:pos:R:3:forces:R:3
O 0.257 -8.637 -0.039 0.00 -0.08 0.00
C -0.231 -7.722 -0.631 0.21 0.06 0.24
C -0.319 -7.782 -2.152 -0.24 0.03 -0.06
N -1.587 -7.157 -2.687 0.59 -0.33 0.01
C -2.825 -7.378 -1.833 -1.11 0.19 -0.34
O -3.916 -7.404 -2.684 0.29 0.30 -0.18
N -4.505 -8.851 -2.775 0.09 -0.28 0.40
O -4.258 -9.313 -3.774 -0.16 -0.03 -0.39
H -0.584 -6.818 -0.100 -0.07 0.08 -0.21
H 0.529 -7.267 -2.602 0.03 0.03 0.03
H -0.303 -8.824 -2.461 0.01 -0.05 0.04
H -1.445 -6.158 -2.840 -0.20 0.06 0.13
H -1.786 -7.559 -3.605 -0.05 0.08 -0.04
H -2.742 -8.323 -1.289 0.37 0.05 0.10
H -2.902 -6.513 -1.184 0.18 -0.05 0.33
C -5.316 -3.457 1.561 -0.10 -0.01 0.02
C -4.334 -4.312 1.253 0.07 0.01 0.09
C -3.288 -4.002 0.208 0.00 0.29 -0.01
O -2.425 -4.862 0.008 -0.08 -0.23 -0.06
C -3.357 -2.761 -0.496 0.00 -0.14 -0.22
C -4.345 -1.893 -0.201 0.08 -0.17 -0.06
C -5.383 -2.189 0.865 0.00 -0.06 0.10
O -6.217 -1.330 1.063 0.02 0.05 -0.06
O -4.493 -0.737 -0.795 -0.54 -0.07 -0.08
O -4.191 -5.499 1.835 -0.01 -0.04 -0.02
H -6.065 -3.673 2.310 0.02 -0.02 0.01
H -2.608 -2.562 -1.249 -0.02 0.12 0.02
H -5.284 -0.312 -0.403 -0.05 -0.06 0.04
H -3.389 -5.895 1.452 0.07 0.04 0.05
C -0.729 1.009 -2.169 -0.02 -0.06 -0.04
C -1.219 1.026 -0.925 0.05 0.00 -0.19
C -0.674 1.933 0.147 0.24 0.28 0.10
O -1.207 1.874 1.245 -0.14 -0.16 -0.08
C 0.434 2.795 -0.179 0.13 0.02 0.02
C 0.935 2.787 -1.425 -0.10 -0.02 0.09
C 0.372 1.897 -2.510 -0.07 -0.03 0.00
O 0.873 1.965 -3.613 0.05 0.04 0.01
O 1.949 3.545 -1.804 -0.09 0.00 -0.01
O -2.213 0.241 -0.518 0.53 0.05 0.24
H -1.117 0.362 -2.943 -0.03 0.02 0.00
H 0.826 3.422 0.607 0.01 -0.03 -0.14
H 2.141 3.348 -2.744 0.11 -0.07 0.02
H -2.359 0.469 0.424 -0.06 0.10 -0.02
C 6.995 5.062 -2.611 0.06 0.04 0.05
C 5.842 4.390 -2.482 0.05 0.04 -0.03
C 5.151 3.741 -3.664 0.02 0.01 0.02
O 4.118 3.136 -3.416 0.01 0.02 -0.11
C 5.731 3.871 -4.974 -0.05 -0.06 -0.07
C 6.884 4.547 -5.106 -0.07 -0.03 0.03
C 7.595 5.176 -3.922 -0.03 0.01 0.11
O 8.641 5.748 -4.161 0.01 0.00 -0.08
O 7.502 4.727 -6.256 0.03 0.00 -0.04
O 5.208 4.233 -1.332 -0.01 -0.02 0.02
H 7.498 5.527 -1.775 -0.02 -0.01 0.01
H 5.220 3.417 -5.812 0.02 0.01 -0.01
H 8.308 5.246 -6.054 0.02 0.01 0.03
H 4.399 3.717 -1.524 -0.03 0.02 -0.01
C -1.293 7.299 4.039 -0.07 -0.01 0.06
C -0.587 8.280 3.457 -0.03 -0.07 0.03
C 0.471 8.002 2.408 0.03 -0.09 -0.04
O 1.038 8.967 1.933 -0.03 0.06 0.04
C 0.742 6.627 2.041 0.06 0.00 -0.07
C 0.037 5.651 2.627 0.04 0.05 0.00
C -1.037 5.930 3.658 -0.04 0.08 0.05
O -1.621 4.959 4.106 0.04 -0.06 -0.03
O 0.200 4.361 2.366 -0.02 0.15 0.26
O -0.742 9.562 3.734 -0.01 0.04 0.00
H -2.050 7.489 4.787 0.00 0.03 -0.01
H 1.509 6.438 1.303 0.00 -0.01 0.00
H -0.450 3.884 2.925 -0.05 -0.04 -0.06
H -0.108 10.044 3.167 0.02 0.00 -0.03
C 1.451 -1.225 3.105 0.05 0.02 -0.01
C 0.379 -1.342 2.308 0.36 0.20 0.14
C -0.859 -2.090 2.752 -0.23 -0.33 0.43
O -1.829 -2.182 2.015 0.45 0.41 -0.44
C -0.852 -2.700 4.065 0.01 -0.03 0.01
C 0.222 -2.583 4.862 -0.09 -0.01 -0.04
C 1.448 -1.819 4.426 0.03 0.04 -0.03
O 2.368 -1.752 5.217 -0.02 -0.04 0.02
O 0.305 -3.109 6.068 0.02 -0.01 0.03
O 0.381 -0.791 1.094 -0.54 -0.35 -0.14
H 2.338 -0.690 2.794 -0.02 0.02 -0.03
H -1.736 -3.243 4.368 -0.01 0.02 0.01
H 1.185 -2.864 6.418 0.02 0.02 0.01
H -0.480 -0.990 0.682 -0.02 -0.02 0.02
```
Positions in Å, forces in eV/Å.



No. 2
This record from OMol25 describes a molecular structure, C33H28BrCsF15Ge2N3O3S2. The level of theory is ωB97M-V/def2-TZVPD.

Properties
HOMO   -0.0591 hartree
Net charge   -2
Spin multiplicity   1
Orbital gap   4.9 eV
Electronic energy   -10706.71468 hartree

Geometry as XYZ:
```
88
Properties=species:S:1:pos:R:3:forces:R:3
Cs -0.922 0.494 -0.058 2.13 -0.76 2.70
C -2.215 3.219 -3.196 0.01 -0.04 0.01
C -2.791 2.004 -2.486 -0.07 0.07 -0.14
C -4.282 1.855 -2.768 0.02 -0.01 0.02
O -2.589 2.149 -1.065 -1.04 0.84 -0.76
C -2.092 0.683 -2.966 -0.18 0.05 -0.20
O -1.749 0.658 -4.148 0.00 0.02 -0.12
O -1.992 -0.227 -2.097 -1.09 -0.50 -1.87
H -2.790 4.117 -2.945 0.00 0.02 0.02
H -2.236 3.058 -4.271 -0.01 0.02 -0.02
H -1.179 3.375 -2.893 0.00 0.00 -0.01
H -4.820 2.761 -2.470 -0.01 0.01 0.01
H -4.680 1.008 -2.211 0.00 -0.01 0.01
H -4.442 1.687 -3.833 -0.01 0.00 -0.03
H -3.026 2.965 -0.791 0.08 -0.03 0.04
C 0.686 0.692 6.828 0.02 0.00 0.00
C 0.874 -0.005 5.510 0.01 0.00 -0.01
C 1.892 -0.932 5.299 -0.03 0.03 0.03
C 2.055 -1.509 4.056 0.01 0.00 -0.06
C 1.175 -1.135 3.043 0.02 0.00 -0.04
Br 1.354 -1.875 1.285 0.25 -0.25 0.31
N 0.194 -0.277 3.226 -0.06 -0.05 -0.11
C 0.055 0.275 4.428 0.00 0.02 0.03
H 0.909 0.028 7.664 0.00 0.00 0.02
H -0.338 1.048 6.940 -0.03 0.01 0.00
H 1.347 1.559 6.908 0.01 0.01 0.01
H 2.558 -1.197 6.114 0.02 -0.01 0.00
H 2.837 -2.228 3.857 0.01 0.00 0.00
H -0.749 0.999 4.515 -0.02 0.02 0.02
N -0.759 -4.137 -0.015 -0.17 -0.06 0.12
C -2.044 -3.832 -0.163 0.07 -0.12 -0.05
N -2.365 -2.918 -1.098 -0.06 0.17 0.05
S -3.263 -4.591 0.752 -0.05 -0.01 0.03
H 0.042 -3.661 -0.487 0.14 0.10 -0.06
H -0.549 -4.804 0.707 -0.04 0.03 -0.03
H -1.704 -2.296 -1.546 0.08 -0.10 -0.04
H -3.321 -2.609 -1.109 0.04 -0.04 -0.01
C 0.732 -5.928 -2.325 0.01 0.03 0.00
Ge 1.827 -4.310 -2.672 0.04 0.10 -0.04
C 3.688 -4.983 -2.541 -0.01 0.01 0.00
C 1.488 -3.955 -4.596 0.01 -0.02 0.03
C 1.560 -2.850 -1.472 -0.18 -0.17 0.04
H 1.023 -6.733 -3.004 0.02 -0.02 -0.04
H -0.329 -5.723 -2.467 -0.05 0.01 0.01
H 0.868 -6.275 -1.300 0.01 -0.01 0.03
H 3.829 -5.880 -3.147 0.00 -0.04 -0.03
H 3.915 -5.231 -1.503 0.01 -0.01 0.04
H 4.400 -4.225 -2.871 0.01 0.03 -0.02
H 1.695 -4.825 -5.223 0.01 -0.05 -0.02
H 2.095 -3.117 -4.941 0.03 0.02 -0.01
H 0.440 -3.678 -4.725 -0.03 0.02 -0.02
H 0.882 -2.099 -1.894 0.01 0.06 -0.17
H 2.532 -2.374 -1.306 0.02 0.05 0.02
F -3.651 2.366 1.828 -0.06 0.02 0.01
C -4.196 3.373 2.513 -0.01 0.01 -0.01
C -3.404 4.331 3.122 -0.01 -0.09 -0.05
C -4.071 5.337 3.796 -0.08 0.04 0.00
F -3.371 6.301 4.425 -0.02 -0.03 -0.03
C -5.449 5.408 3.879 -0.03 0.04 0.04
F -6.057 6.399 4.551 0.05 -0.08 -0.06
C -6.209 4.431 3.260 -0.08 -0.01 -0.01
F -7.547 4.480 3.327 0.18 -0.01 -0.01
C -5.583 3.407 2.572 -0.06 -0.01 0.00
F -6.323 2.467 1.973 0.06 0.07 0.04
Ge -1.407 4.366 3.011 0.03 0.18 0.11
S -0.342 2.849 2.061 0.01 0.46 0.29
C -0.796 4.517 4.914 0.06 -0.01 -0.06
C 0.541 4.806 5.145 0.04 -0.04 0.01
F 1.341 5.145 4.127 -0.09 0.10 0.04
C 1.118 4.751 6.401 0.03 0.01 0.04
F 2.412 5.048 6.584 -0.10 -0.02 -0.01
C 0.343 4.377 7.486 0.03 0.01 0.08
F 0.885 4.310 8.712 -0.08 0.01 -0.18
C -0.989 4.064 7.296 -0.01 -0.02 0.06
F -1.738 3.684 8.343 0.07 0.04 -0.09
C -1.528 4.135 6.021 -0.07 0.02 0.06
F -2.827 3.795 5.906 0.11 0.00 0.05
C -1.264 6.192 2.170 0.02 -0.02 -0.01
C -0.827 7.375 2.736 -0.04 0.02 0.00
F -0.528 7.450 4.043 0.08 -0.09 0.01
C -0.699 8.550 2.013 0.01 0.05 -0.01
F -0.265 9.677 2.599 -0.03 -0.08 -0.04
C -1.036 8.567 0.672 0.00 0.06 -0.05
F -0.919 9.698 -0.039 -0.02 -0.14 0.10
C -1.511 7.413 0.073 0.00 0.04 -0.06
F -1.864 7.430 -1.219 0.03 0.00 0.13
C -1.618 6.262 0.833 -0.03 -0.08 -0.11
F -2.115 5.176 0.214 0.03 0.11 0.05
```
Positions in Å, forces in eV/Å.



No. 3
This record from OMol25 describes 2 unconnected molecules or ions with the total composition C33H28N2O. The level of theory is ωB97M-V/def2-TZVPD.

Properties
HOMO   -0.2363 hartree
Net charge   0
Spin multiplicity   1
Orbital gap   4.4 eV
Electronic energy   -1458.93908 hartree

Geometry as XYZ:
```
64
Properties=species:S:1:pos:R:3:forces:R:3
C 0.940 -3.637 2.280 0.01 0.16 0.25
C 0.070 -2.924 1.443 0.51 -0.07 -0.16
C 0.311 -1.582 1.167 0.13 0.09 0.37
C 1.300 -0.882 1.904 0.48 -0.67 0.11
C 1.241 0.541 2.126 0.13 0.79 -0.36
C 0.016 1.298 1.720 -0.61 0.86 -0.83
O 0.036 2.221 0.900 -0.15 -1.19 1.24
C -1.289 0.815 2.340 -0.19 0.10 -0.05
C -1.311 0.021 3.499 0.31 0.00 -0.36
C -2.492 -0.565 3.941 -0.04 0.18 -0.05
C -3.679 -0.368 3.231 0.25 0.03 -0.17
C -3.674 0.461 2.102 -0.04 0.04 0.10
C -2.496 1.083 1.683 0.01 -0.17 -0.08
C 1.880 1.021 3.269 0.93 0.43 1.62
N 2.400 1.352 4.273 -0.59 -0.35 -1.56
C 2.288 -1.641 2.590 -0.46 -0.26 -0.01
C 2.070 -3.000 2.819 -0.01 0.13 -0.45
H 0.751 -4.687 2.513 0.02 0.33 -0.09
H -0.798 -3.422 1.005 0.34 0.12 -0.01
H -0.283 -1.038 0.434 -0.19 -0.10 0.38
H -0.371 -0.182 4.014 -0.31 0.04 -0.06
H -2.468 -1.192 4.831 -0.08 0.12 -0.21
H -4.590 -0.886 3.541 0.27 0.27 -0.12
H -4.594 0.607 1.531 0.28 0.01 0.23
H -2.486 1.739 0.807 0.01 -0.30 0.29
H 3.183 -1.134 2.966 -0.50 -0.19 0.16
H 2.782 -3.556 3.432 -0.20 0.09 -0.26
C 4.054 4.817 -1.574 0.29 -0.35 -0.52
C 3.279 4.968 -0.331 -1.00 -2.18 2.09
N 2.876 6.198 0.063 -0.59 0.92 0.28
C 3.209 7.440 -0.608 -0.04 0.01 -0.01
C 2.146 6.140 1.247 0.81 -0.06 -0.36
C 2.147 4.801 1.665 0.38 0.14 -0.57
C 1.631 4.482 2.911 -0.37 -0.23 0.67
C 1.152 5.504 3.732 0.06 -0.33 -0.55
C 1.091 6.833 3.265 0.32 0.16 -0.47
C 1.615 7.175 2.008 -0.36 -0.34 0.63
C 2.838 4.009 0.657 -0.46 3.60 -0.58
C 3.036 2.615 0.814 1.14 -1.83 -0.57
C 4.171 2.113 1.519 0.07 0.05 0.00
C 4.828 2.867 2.532 0.00 0.05 0.06
C 5.954 2.369 3.174 -0.15 -0.04 -0.05
C 6.437 1.088 2.869 -0.21 0.40 0.06
C 7.590 0.503 3.624 0.32 -0.35 0.07
C 5.820 0.354 1.845 0.24 0.03 -0.11
C 4.742 0.865 1.155 -0.41 -0.20 0.13
H 4.344 3.766 -1.674 0.03 0.26 -0.18
H 3.448 5.113 -2.447 0.19 -0.19 0.21
H 4.961 5.445 -1.591 -0.28 -0.29 0.11
H 2.915 8.246 0.066 0.20 0.01 -0.27
H 4.287 7.508 -0.806 -0.29 0.00 0.10
H 2.666 7.559 -1.554 0.08 -0.06 0.16
H 1.623 3.429 3.213 0.04 0.62 0.21
H 0.827 5.253 4.738 -0.14 0.11 -0.18
H 0.638 7.604 3.890 0.23 -0.20 -0.16
H 1.626 8.189 1.623 -0.18 -0.04 0.29
H 2.411 1.930 0.238 0.54 -0.03 -0.17
H 4.429 3.844 2.813 0.10 -0.33 -0.12
H 6.469 2.961 3.943 -0.35 -0.25 -0.33
H 7.860 -0.459 3.177 0.06 0.12 0.16
H 8.486 1.138 3.614 -0.30 -0.01 -0.08
H 7.342 0.324 4.679 -0.06 0.08 -0.24
H 6.237 -0.621 1.588 -0.18 0.27 -0.05
H 4.336 0.334 0.291 -0.06 -0.01 0.39
```
Positions in Å, forces in eV/Å.